Entry 1:
DFT (wB97M-V/def2-TZVPD) results for a cluster of 3 separate species, C25H61BN6O6P2 in total.

Output
**Kohn-Sham gap**: 0.3136 Ha

Bonds (Å) are listed after each position.
Positions of all 101 atoms, in Å:
1 C 6.4942 -0.4087 0.7158  C2 1.334, H19 1.086, H20 1.083
2 C 5.9601 0.8032 0.5521  C1 1.334, B3 1.563, H21 1.089
3 B 4.4691 0.9931 0.1220  C2 1.563, C4 1.570, C16 1.588
4 C 3.3761 0.9546 1.2486  B3 1.570, C5 1.550, H22 1.097, H23 1.090
5 C 2.6247 2.2984 1.4243  C4 1.550, C6 1.527, H24 1.092, H25 1.094
6 C 1.6099 2.6308 0.3328  C5 1.527, C7 1.534, H26 1.091, H27 1.092
7 C 0.5442 1.5450 0.1366  C6 1.534, C8 1.539, H28 1.093, H29 1.092
8 C -0.6970 2.1556 -0.5390  C7 1.539, C9 1.531, H30 1.091, H31 1.091
9 C -1.4465 1.0914 -1.3455  C8 1.531, C10 1.555, H32 1.092, H33 1.091
10 C -2.1567 0.0395 -0.4466  C9 1.555, C11 1.523, H34 1.088, H35 1.091
11 C -1.8021 -1.3831 -0.8594  C10 1.523, O12 1.432, H36 1.090, H37 1.092
12 O -1.8926 -2.3412 0.2010  C11 1.432, C13 1.353
13 C -1.0404 -2.1673 1.2376  O12 1.353, C14 1.505, O15 1.197
14 C 0.4365 -2.0211 0.9886  C13 1.505, H38 1.088, H39 1.086, H40 1.089
15 O -1.4693 -2.1327 2.3548  C13 1.197
16 C 4.1222 1.1769 -1.4163  B3 1.588, O17 1.421, H41 1.105, H42 1.090
17 O 4.8509 2.2855 -1.9268  C16 1.421, O18 1.423
18 O 4.3569 2.5969 -3.2243  O17 1.423, H43 0.969
19 H 6.0062 -1.3055 0.3464  C1 1.086
20 H 7.4499 -0.5638 1.2020  C1 1.083
21 H 6.5821 1.6815 0.7159  C2 1.089
22 H 2.6816 0.1460 0.9885  C4 1.097
23 H 3.8433 0.6971 2.1988  C4 1.090
24 H 3.3550 3.1024 1.5361  C5 1.092
25 H 2.0772 2.2361 2.3691  C5 1.094
26 H 2.1252 2.8107 -0.6114  C6 1.091
27 H 1.1097 3.5640 0.6008  C6 1.092
28 H 0.3000 1.1503 1.1263  C7 1.093
29 H 0.9390 0.7544 -0.5047  C7 1.092
30 H -0.3407 2.9300 -1.2204  C8 1.091
31 H -1.3637 2.5942 0.2050  C8 1.091
32 H -0.7184 0.6060 -1.9990  C9 1.092
33 H -2.2003 1.5793 -1.9643  C9 1.091
34 H -3.2254 0.2197 -0.5400  C10 1.088
35 H -1.8733 0.2569 0.5846  C10 1.091
36 H -2.5492 -1.7098 -1.5827  C11 1.090
37 H -0.8513 -1.4370 -1.3931  C11 1.092
38 H 0.7749 -1.1908 1.6055  C14 1.088
39 H 0.7063 -1.8102 -0.0415  C14 1.086
40 H 0.9302 -2.9141 1.3683  C14 1.089
41 H 4.4653 0.2605 -1.9303  C16 1.105
42 H 3.0614 1.2773 -1.6473  C16 1.090
43 H 4.8522 2.0260 -3.8313  O18 0.969
44 C -3.0397 -7.3404 4.5872  N45 1.443, H55 1.090, H56 1.095, H57 1.095
45 N -1.6768 -7.7868 4.7496  C44 1.443, C46 1.450, P47 1.689
46 C -1.4254 -9.0955 4.1775  N45 1.450, H58 1.097, H59 1.088, H60 1.096
47 P -0.3825 -6.9110 5.3903  N45 1.689, O48 1.496, N49 1.734, N52 1.735
48 O 0.7322 -7.1472 4.4213  P47 1.496
49 N -0.6050 -5.2011 5.2103  P47 1.734, C50 1.456, C51 1.457
50 C -1.4593 -4.6875 4.1490  N49 1.456, H61 1.100, H62 1.086, H63 1.089
51 C 0.6552 -4.4701 5.2483  N49 1.457, H64 1.097, H65 1.093, H66 1.093
52 N -1.0104 -6.8859 7.0076  P47 1.735, C53 1.482, C54 1.475
53 C -0.8516 -8.1970 7.6804  N52 1.482, H67 1.090, H68 1.089, H69 1.094
54 C -0.5041 -5.8507 7.9280  N52 1.475, H70 1.085, H71 1.094, H72 1.090
55 H -3.3270 -6.6306 5.3628  C44 1.090
56 H -3.7297 -8.1860 4.6715  C44 1.095
57 H -3.1983 -6.8777 3.6071  C44 1.095
58 H -1.9865 -9.8653 4.7221  C46 1.097
59 H -0.3705 -9.3536 4.2410  C46 1.088
60 H -1.7120 -9.1387 3.1208  C46 1.096
61 H -1.2222 -5.1276 3.1693  C50 1.100
62 H -1.3482 -3.6101 4.0680  C50 1.086
63 H -2.5120 -4.8539 4.3721  C50 1.089
64 H 1.2009 -4.5266 4.2986  C51 1.097
65 H 1.3126 -4.8656 6.0262  C51 1.093
66 H 0.4660 -3.4205 5.4861  C51 1.093
67 H -1.3606 -8.9778 7.1145  C53 1.090
68 H -1.3094 -8.1668 8.6680  C53 1.089
69 H 0.1985 -8.4835 7.7949  C53 1.094
70 H -0.8578 -4.8699 7.6261  C54 1.085
71 H 0.5877 -5.8331 7.9908  C54 1.094
72 H -0.8971 -6.0369 8.9280  C54 1.090
73 C -2.6697 4.3773 -6.7666  N74 1.443, H84 1.090, H85 1.094, H86 1.096
74 N -2.4758 4.7809 -5.3948  C73 1.443, C75 1.451, P76 1.690
75 C -3.4473 4.2077 -4.4823  N74 1.451, H87 1.097, H88 1.088, H89 1.096
76 P -1.2070 5.7016 -4.7642  N74 1.690, O77 1.494, N78 1.737, N81 1.732
77 O -0.7881 4.9574 -3.5386  P76 1.494
78 N 0.2276 5.5455 -5.7314  P76 1.737, C79 1.453, C80 1.460
79 C 0.4245 4.3602 -6.5479  N78 1.453, H90 1.100, H91 1.091, H92 1.089
80 C 1.4391 5.8559 -4.9774  N78 1.460, H93 1.096, H94 1.092, H95 1.093
81 N -1.6691 7.1659 -5.5665  P76 1.732, C82 1.483, C83 1.475
82 C -2.8429 7.8008 -4.9200  N81 1.483, H96 1.090, H97 1.089, H98 1.094
83 C -0.6414 8.2095 -5.7438  N81 1.475, H99 1.085, H100 1.093, H101 1.090
84 H -2.2724 5.1145 -7.4644  C73 1.090
85 H -3.7372 4.2862 -6.9895  C73 1.094
86 H -2.2036 3.4072 -6.9715  C73 1.096
87 H -4.4504 4.5957 -4.6978  C75 1.097
88 H -3.2129 4.4630 -3.4509  C75 1.088
89 H -3.4750 3.1143 -4.5534  C75 1.096
90 H 0.2669 3.4271 -5.9882  C79 1.100
91 H 1.4440 4.3516 -6.9365  C79 1.091
92 H -0.2242 4.3675 -7.4220  C79 1.089
93 H 1.7528 5.0305 -4.3287  C80 1.096
94 H 1.2878 6.7315 -4.3426  C80 1.092
95 H 2.2527 6.0932 -5.6672  C80 1.093
96 H -3.6910 7.1154 -4.9166  C82 1.090
97 H -3.1456 8.6825 -5.4824  C82 1.089
98 H -2.6391 8.1019 -3.8880  C82 1.094
99 H 0.1056 7.8874 -6.4624  C83 1.085
100 H -0.1439 8.4809 -4.8086  C83 1.093
101 H -1.1084 9.1065 -6.1509  C83 1.090


Entry 2:
DFT (wB97M-V/def2-TZVPD) results for a cluster of 9 separate species, C25H61BrF5N3O14P2S in total.

Output
**Kohn-Sham gap**: 0.2835 Ha

Bonds (Å) are listed after each position.
Positions of all 112 atoms, in Å:
1 C 4.2585 0.3031 1.1329  C2 1.612, H36 1.116, H37 1.130, H38 1.125
2 C 3.4834 -0.8744 0.3509  C1 1.612, C3 1.558, H39 1.121, H40 1.134
3 C 1.9315 -0.9173 0.4822  C2 1.558, Br4 2.024, C5 1.620, H41 1.133
4 Br 1.6134 -2.8705 0.9065  C3 2.024
5 C 0.9540 -0.1745 -0.5740  C3 1.620, P6 1.917, C10 1.639, C22 1.604
6 P 1.9953 0.2839 -2.1170  C5 1.917, N7 1.570, O8 1.688, O9 1.675
7 N 1.2534 1.0665 -3.2586  P6 1.570, H42 1.018
8 O 2.6856 -1.0655 -2.8601  P6 1.688, H43 0.983
9 O 3.3009 1.2729 -1.7675  P6 1.675, H44 0.975
10 C 0.5470 1.2010 0.2198  C5 1.639, N11 1.448, N12 1.528, C15 1.599
11 N 1.6342 1.8928 0.8798  C10 1.448, H45 1.013, H46 1.013
12 N 0.0967 2.2788 -0.7648  C10 1.528, C13 1.233
13 C -0.0364 3.3803 -0.2266  N12 1.233, O14 1.160
14 O -0.3798 4.3132 0.3718  C13 1.160
15 C -0.7008 1.0263 1.2045  C10 1.599, C16 1.605, S18 1.839, H47 1.132
16 C -0.4955 1.6949 2.6487  C15 1.605, C17 1.592, H48 1.120, H49 1.132
17 C -1.8678 1.8670 3.4369  C16 1.592, H50 1.127, H51 1.129, H52 1.133
18 S -1.2428 -0.7043 1.5105  C15 1.839, O19 1.483, O20 1.480, O21 1.607
19 O -0.4621 -1.1950 2.6718  S18 1.483
20 O -2.6341 -0.8005 2.0068  S18 1.480
21 O -1.1140 -1.5534 0.1517  S18 1.607, C22 1.457
22 C -0.3603 -1.0052 -0.9679  C5 1.604, O21 1.457, C23 1.566, P33 1.956
23 C -1.4447 -0.4302 -1.9399  C22 1.566, C24 1.575, H53 1.131, H54 1.144
24 C -2.5522 0.6177 -1.5432  C23 1.575, C25 1.616, H55 1.113, H56 1.141
25 C -3.8096 -0.0066 -0.7434  C24 1.616, C26 1.580, H57 1.131, H58 1.119
26 C -5.1742 0.3439 -1.4594  C25 1.580, F27 1.399, F28 1.396, C29 1.604
27 F -5.2305 1.6935 -1.8219  C26 1.399
28 F -5.4272 -0.4965 -2.5455  C26 1.396
29 C -6.4281 0.1410 -0.4807  C26 1.604, F30 1.389, F31 1.357, F32 1.392
30 F -7.4746 0.8289 -1.0815  C29 1.389
31 F -6.7307 -1.1691 -0.2979  C29 1.357
32 F -6.2242 0.8109 0.7226  C29 1.392
33 P 0.1054 -2.6281 -1.9546  C22 1.956, C34 1.844, C35 1.868
34 C 0.0630 -2.4496 -3.7894  P33 1.844, H59 1.131, H60 1.137, H61 1.132
35 C -0.8430 -4.0906 -1.2835  P33 1.868, H62 1.124, H63 1.134, H64 1.121
36 H 4.1792 1.2966 0.6315  C1 1.116
37 H 3.8214 0.2917 2.1752  C1 1.130
38 H 5.3337 -0.0228 1.1889  C1 1.125
39 H 3.9675 -0.9213 -0.6590  C2 1.121
40 H 3.9474 -1.7662 0.8758  C2 1.134
41 H 1.6829 -0.5336 1.5192  C3 1.133
42 H 0.2964 1.2209 -2.9489  N7 1.018
43 H 2.7758 -1.8027 -2.2162  O8 0.983
44 H 3.2665 2.0802 -2.3133  O9 0.975
45 H 2.3588 2.2782 0.2856  N11 1.013
46 H 1.9727 1.5267 1.7612  N11 1.013
47 H -1.6402 1.5486 0.8488  C15 1.132
48 H 0.3051 1.1904 3.2474  C16 1.120
49 H -0.1334 2.7544 2.4814  C16 1.132
50 H -1.7324 2.6893 4.1961  C17 1.127
51 H -2.1903 0.9153 3.9517  C17 1.129
52 H -2.6753 2.2376 2.7331  C17 1.133
53 H -1.1229 -0.1631 -2.9905  C23 1.131
54 H -2.1110 -1.3322 -2.1686  C23 1.144
55 H -2.2404 1.6157 -1.1619  C24 1.113
56 H -3.0543 0.8802 -2.5333  C24 1.141
57 H -3.8484 0.5842 0.2207  C25 1.131
58 H -3.7091 -1.1082 -0.5770  C25 1.119
59 H 0.3063 -1.4063 -4.1532  C34 1.131
60 H -0.9060 -2.8245 -4.2504  C34 1.137
61 H 0.8676 -3.1073 -4.2387  C34 1.132
62 H -1.9195 -4.1062 -1.6063  C35 1.124
63 H -0.3674 -5.0122 -1.7429  C35 1.134
64 H -0.6966 -4.1954 -0.1773  C35 1.121
65 C 5.8367 -1.0256 4.4245  O66 1.422, H67 1.089, H68 1.093, H69 1.093
66 O 5.9742 -1.5489 3.1094  C65 1.422, H70 0.964
67 H 5.1059 -0.2180 4.4036  C65 1.089
68 H 5.4888 -1.8095 5.1018  C65 1.093
69 H 6.7965 -0.6345 4.7712  C65 1.093
70 H 6.6237 -2.2600 3.1515  O66 0.964
71 C -8.2917 0.7686 3.5072  O72 1.420, H73 1.089, H74 1.094, H75 1.093
72 O -7.9136 1.9674 2.8463  C71 1.420, H76 0.964
73 H -9.0911 0.9957 4.2112  C71 1.089
74 H -8.6516 0.0385 2.7767  C71 1.094
75 H -7.4373 0.3585 4.0524  C71 1.093
76 H -7.2071 1.7418 2.2303  O72 0.964
77 C -5.2429 -3.4188 3.4019  O78 1.419, H79 1.089, H80 1.094, H81 1.094
78 O -4.0304 -2.7115 3.6101  C77 1.419, H82 0.967
79 H -5.4726 -3.9910 4.3001  C77 1.089
80 H -6.0566 -2.7141 3.2061  C77 1.094
81 H -5.1340 -4.1044 2.5564  C77 1.094
82 H -3.8466 -2.2122 2.8026  O78 0.967
83 C 0.2723 6.6541 2.7686  O84 1.423, H85 1.089, H86 1.093, H87 1.092
84 O 0.6568 5.9716 3.9564  C83 1.423, H88 0.964
85 H -0.8072 6.5720 2.6524  C83 1.089
86 H 0.5487 7.7093 2.8416  C83 1.093
87 H 0.7635 6.1987 1.9057  C83 1.092
88 H 1.6131 6.0565 4.0385  O84 0.964
89 C 5.3175 -3.4058 -3.4244  O90 1.419, H91 1.089, H92 1.094, H93 1.093
90 O 5.2015 -3.1099 -2.0415  C89 1.419, H94 0.964
91 H 4.3896 -3.8639 -3.7649  C89 1.089
92 H 5.4922 -2.4824 -3.9840  C89 1.094
93 H 6.1441 -4.1016 -3.5881  C89 1.093
94 H 6.0326 -2.7061 -1.7667  O90 0.964
95 C 0.9810 2.5079 -6.6725  O96 1.417, H97 1.090, H98 1.094, H99 1.094
96 O 0.1997 1.6003 -5.9152  C95 1.417, H100 0.970
97 H 0.3734 2.8958 -7.4898  C95 1.090
98 H 1.3051 3.3388 -6.0386  C95 1.094
99 H 1.8536 1.9932 -7.0853  C95 1.094
100 H 0.7611 1.2699 -5.1959  O96 0.970
101 C 4.4065 -1.7451 -6.9331  O102 1.420, H103 1.089, H104 1.093, H105 1.094
102 O 3.2321 -1.7759 -6.1351  C101 1.420, H106 0.966
103 H 4.1346 -1.9714 -7.9630  C101 1.089
104 H 4.8596 -0.7510 -6.8899  C101 1.093
105 H 5.1195 -2.4938 -6.5757  C101 1.094
106 H 3.4955 -1.5728 -5.2283  O102 0.966
107 C 0.7113 -0.0556 5.7306  O108 1.426, H109 1.088, H110 1.092, H111 1.093
108 O 1.6485 0.9779 5.4354  C107 1.426, H112 0.964
109 H -0.1774 0.0914 5.1199  C107 1.088
110 H 1.1512 -1.0273 5.4947  C107 1.092
111 H 0.4397 -0.0154 6.7883  C107 1.093
112 H 2.4256 0.8244 5.9841  O108 0.964


Values of LUMO energy, in order: 0.020; 0.005, all in Ha.